No. 1
{
  "formula": "C18H20N4O4S2V",
  "method": "ωB97M-V/def2-TZVPD",
  "species": ["V", "O", "N", "C", "C", "C", "C", "C", "S", "H", "H", "H", "H", "S", "C", "N", "C", "C", "C", "C", "H", "H", "H", "H", "H", "C", "C", "C", "C", "C", "C", "O", "N", "C", "O", "N", "C", "O", "H", "H", "H", "H", "H", "H", "H", "H", "H", "H", "H"],
  "xyz": [[-0.62629, 0.11933, -1.61759], [-1.21316, 1.42985, -0.24645], [-2.11827, 1.01303, 0.65796], [-2.15785, 1.70721, 1.81160], [-3.07422, 1.40304, 2.77651], [-3.95485, 0.34349, 2.53187], [-3.86984, -0.35919, 1.36246], [-2.91231, -0.04915, 0.37326], [-2.70595, -0.92017, -1.09994], [-1.41176, 2.48351, 1.87071], [-3.08745, 1.96869, 3.69586], [-4.69647, 0.06612, 3.27023], [-4.52346, -1.19486, 1.15589], [-0.35743, 1.53040, -3.55227], [-1.02886, 2.88231, -2.77784], [-2.36867, 2.96443, -2.61526], [-3.03662, 3.94842, -1.97034], [-2.35608, 4.98954, -1.43112], [-0.94891, 4.97942, -1.56593], [-0.30367, 3.97255, -2.20717], [-2.88807, 2.17024, -2.96983], [-4.10931, 3.83320, -1.92018], [-2.88542, 5.77837, -0.91976], [-0.36800, 5.78949, -1.14006], [0.77240, 3.94904, -2.29540], [0.78570, -4.07466, 1.46958], [2.05351, -3.29800, 1.78712], [2.46584, -2.28327, 0.70850], [3.76184, -1.58607, 1.15331], [4.30571, -0.56725, 0.16453], [2.76246, -3.05621, -0.57004], [3.60370, -3.92484, -0.61642], [2.03433, -2.72776, -1.69590], [1.06664, -1.75546, -1.72501], [0.43408, -1.52848, -2.77916], [0.75331, -1.00918, -0.64189], [1.35989, -1.22309, 0.57498], [1.05328, -0.58947, 1.56435], [0.51133, -4.72776, 2.29906], [0.91241, -4.71056, 0.58931], [-0.06132, -3.40833, 1.28710], [2.89660, -3.97766, 1.91821], [1.93110, -2.72910, 2.70920], [4.49674, -2.37157, 1.33498], [3.53538, -1.10869, 2.10738], [4.60097, -1.03607, -0.77789], [5.18867, -0.06952, 0.56717], [3.56982, 0.20880, -0.06066], [2.20853, -3.24413, -2.54499]],
  "e_above_lowest_kcal_mol": 0.00,
  "s_squared": 3.762,
  "spin_multiplicity": 4,
  "charge": 0
}

***

No. 2
{
  "formula": "C18H20N6O4S",
  "method": "ωB97M-V/def2-TZVPD",
  "species": ["O", "C", "N", "C", "C", "C", "C", "C", "O", "C", "C", "C", "C", "N", "S", "O", "O", "C", "C", "C", "C", "N", "C", "N", "N", "N", "C", "C", "C", "H", "H", "H", "H", "H", "H", "H", "H", "H", "H", "H", "H", "H", "H", "H", "H", "H", "H", "H", "H"],
  "xyz": [[-2.60586, -0.29413, -2.53582], [-2.88009, 0.17999, -1.45601], [-3.75278, -0.39287, -0.59487], [-4.21184, -1.75599, -0.76990], [-3.65563, -2.64264, 0.29648], [-4.24563, -3.55304, 1.12240], [-3.21231, -4.07481, 1.93993], [-2.07629, -3.43675, 1.55514], [-2.33181, -2.56832, 0.56177], [-2.24943, 1.45916, -0.91523], [-1.74477, 2.36631, -2.03646], [-0.98287, 3.54959, -1.44514], [0.15149, 3.05479, -0.54986], [-0.39298, 2.19265, 0.47236], [0.53196, 1.95123, 1.82793], [-0.24327, 1.15816, 2.73330], [1.02167, 3.22736, 2.25097], [1.92235, 0.97042, 1.25087], [3.06752, 1.61649, 0.82660], [4.12609, 0.88044, 0.32479], [4.01476, -0.50542, 0.25155], [5.06348, -1.28494, -0.24330], [6.32776, -0.95663, -0.62810], [6.93636, -2.04297, -1.01258], [6.05923, -3.03263, -0.86880], [4.95982, -2.61460, -0.41975], [2.85532, -1.15204, 0.67562], [1.80551, -0.40541, 1.17646], [-1.06002, 1.02622, -0.04618], [-3.87217, 0.01006, 0.32187], [-5.30429, -1.80128, -0.74465], [-3.86044, -2.06448, -1.76091], [-5.28135, -3.82284, 1.14297], [-3.30962, -4.81630, 2.70548], [-1.06352, -3.50583, 1.89852], [-2.96308, 2.00395, -0.29118], [-2.58783, 2.71849, -2.63238], [-1.09555, 1.78310, -2.69216], [-0.57133, 4.17119, -2.24086], [-1.66162, 4.15834, -0.84627], [0.63967, 3.88359, -0.03645], [0.89638, 2.51505, -1.15730], [3.12211, 2.68972, 0.91408], [5.02202, 1.38266, -0.00367], [6.75283, 0.02245, -0.61156], [2.80228, -2.22697, 0.60496], [0.90235, -0.87520, 1.53077], [-1.38767, 0.43923, 0.81306], [-0.37689, 0.41543, -0.65850]],
  "e_above_lowest_kcal_mol": 26.77,
  "charge": 0
}

***

Number 1: E_tot -2958.39018 hartree. Number 2: E_tot -1725.56289 hartree.